Record 1
Below is an isolated molecule of C4H12N2S in a non-equilibrium geometry, with properties calculated with ωB97M-V with the def2-TZVPD basis set.

Results
Relative energy (zero: lowest compared OMol25 entry of this formula, charge and spin) ... 1.270 eV
Calculated total energy ... -18156.7481 eV
Structure (SMILES) ... C[C@H](CS)NCN
LUMO level ... 1.022 eV

Geometry as XYZ:
```
19
C4H12N2S | OMol25 | ωB97M-V with the def2-TZVPD basis set
C 1.58791 0.96312 -0.56434
C 0.73138 -0.21477 -0.03835
C 1.17286 -1.51743 -0.75879
S 0.27342 -3.10117 -0.52031
N -0.73477 -0.10765 -0.16790
C -1.29661 0.66717 0.92420
N -2.42424 1.55043 0.60600
H 1.99324 1.29380 0.41929
H 2.33193 0.82517 -1.34902
H 0.93691 1.70454 -1.01465
H 0.91819 -0.42195 1.01513
H 1.04345 -1.36624 -1.85831
H 2.21024 -1.78715 -0.63309
H 0.24400 -3.02055 0.87750
H -1.06317 0.24495 -1.05841
H -1.57576 -0.08240 1.66969
H -0.45532 1.32618 1.33342
H -3.02525 1.53990 1.41051
H -2.86842 1.50402 -0.29258
```



Record 2
Below is a cluster of 16 separate species, C40H122N10O16 in total in a non-equilibrium geometry, with properties calculated with ωB97M-V with the def2-TZVPD basis set.

Results
Relative energy (zero: lowest compared OMol25 entry of this formula, charge and spin) ... 5.048 eV
Calculated total energy ... -91111.9639 eV
LUMO level ... 0.003 eV

Geometry as XYZ:
```
188
C40H122N10O16 | OMol25 | ωB97M-V with the def2-TZVPD basis set
O -0.10207 14.46716 7.20447
H -0.14937 13.55886 6.90615
H -0.73029 14.51613 7.92500
O 3.78246 10.78399 13.12743
H 3.04411 11.38151 13.00902
H 3.38639 9.97366 13.44798
O 1.40562 15.36978 4.92097
H 1.07492 14.67853 5.49457
H 0.65896 15.95552 4.79587
O 1.15875 16.82437 7.20796
H 0.67307 16.05490 7.50505
H 1.55670 16.55243 6.38097
O 4.63725 12.01635 3.56181
H 4.28122 12.90464 3.54103
H 4.24016 11.58096 2.80750
O 3.65954 14.69427 3.45819
H 4.17458 15.41446 3.82193
H 2.80603 14.77024 3.88476
C -0.07799 7.70280 4.88671
C -1.34674 8.02083 4.07029
C -1.56683 9.49458 3.65262
O -1.64361 10.27621 4.76646
C -1.99817 11.64537 4.44195
N -1.25216 7.17971 2.88233
H 0.86192 7.77578 4.33959
H 0.00251 6.66493 5.20991
H 0.01586 8.32864 5.77419
H -2.21066 7.57798 4.56590
H -2.49618 9.52260 3.08375
H -0.72228 9.85791 3.06712
H -2.18545 12.27933 5.30862
H -2.95582 11.70548 3.92484
H -1.34080 12.16441 3.74441
H -1.36324 6.18760 3.03564
H -2.01729 7.54518 2.33361
C 5.46237 6.59433 10.31817
C 5.01196 8.02022 10.34892
C 3.56372 8.12386 9.87939
O 3.34725 7.47712 8.65830
C 2.01814 7.46330 8.18016
N 5.29087 8.64683 11.60641
H 5.32087 6.30897 9.27574
H 4.76948 5.89975 10.79310
H 6.45363 6.41751 10.73559
H 5.66159 8.49293 9.61230
H 3.20515 9.13711 9.69815
H 2.82678 7.81976 10.62270
H 1.58889 8.46517 8.17182
H 1.36811 6.79639 8.74655
H 2.01525 7.10715 7.14999
H 4.68630 8.08497 12.18857
H 4.83721 9.54788 11.55739
C 6.68892 15.38361 7.92708
C 5.76884 15.44325 6.67264
C 5.99405 16.68743 5.75605
O 5.21743 16.53578 4.55677
C 5.21897 17.69822 3.66316
N 6.19809 14.26134 5.90076
H 7.72651 15.11729 7.72562
H 6.44032 14.56288 8.59993
H 6.68136 16.30640 8.50718
H 4.74541 15.35165 7.03637
H 7.02104 16.89445 5.45518
H 5.60628 17.57496 6.25607
H 5.31193 18.67538 4.13712
H 4.44200 17.70995 2.89879
H 6.16472 17.71864 3.12164
H 6.95087 14.70563 5.39478
H 5.41983 14.06574 5.28745
C -2.12898 8.96347 8.03765
C -3.14018 7.89949 8.34121
C -2.95731 6.59067 7.56109
O -1.87503 5.85569 8.09366
C -1.78633 4.58294 7.45447
N -3.06782 7.53910 9.70001
H -2.11597 9.17997 6.96944
H -1.17354 8.50283 8.28874
H -2.15236 9.95007 8.50044
H -4.12363 8.34223 8.18340
H -2.98631 6.66359 6.47393
H -3.82459 6.02413 7.90016
H -2.71400 4.01414 7.51776
H -0.94910 4.00570 7.84684
H -1.69558 4.60291 6.36844
H -2.45265 6.73999 9.75566
H -2.78197 8.25240 10.35543
C 6.43609 13.36855 12.24432
C 5.15437 14.10021 12.69936
C 4.09161 14.46200 11.65132
O 4.60418 15.36660 10.68353
C 3.57794 15.58450 9.72546
N 4.63197 13.44067 13.86472
H 6.28180 12.37748 11.81764
H 7.16125 13.21708 13.04388
H 6.88260 14.01983 11.49294
H 5.48217 15.06112 13.09598
H 3.26948 14.85397 12.25013
H 3.77634 13.55712 11.13180
H 3.17962 14.68200 9.26187
H 3.97747 16.26517 8.97369
H 2.79524 16.13466 10.24778
H 3.62770 13.54083 13.90363
H 4.62654 12.45577 13.64099
C -2.77557 11.69796 11.92274
C -4.29717 11.35523 12.11341
C -4.67994 10.01779 11.36613
O -6.08780 9.72030 11.71349
C -6.43418 8.37496 11.48008
N -4.46860 11.20604 13.56733
H -2.42077 12.65208 12.31243
H -2.52819 11.78911 10.86510
H -2.18207 10.95461 12.45500
H -5.02958 12.06351 11.72608
H -4.07895 9.18158 11.72346
H -4.58014 10.17998 10.29288
H -5.92641 7.66868 12.13691
H -6.20820 8.17411 10.43283
H -7.51740 8.27227 11.54478
H -5.44106 10.94745 13.65437
H -4.50843 12.13644 13.95832
C -3.48973 12.52777 8.07756
C -3.30845 14.02251 8.59842
C -4.40985 14.54152 9.58483
O -5.69718 14.33214 9.01807
C -6.72347 14.41109 9.94246
N -2.00400 14.17986 9.18696
H -4.52124 12.44222 7.73587
H -3.50897 11.77651 8.86707
H -2.82289 12.25710 7.25892
H -3.30625 14.63778 7.69868
H -4.23258 15.61451 9.65807
H -4.16210 14.14202 10.56825
H -6.62086 15.33608 10.50988
H -6.66206 13.54732 10.60444
H -7.63270 14.45468 9.34289
H -1.77249 15.15867 9.27878
H -1.84722 13.71022 10.06728
C 2.57080 12.64545 6.53777
C 1.66028 11.49913 7.16353
C 1.48783 11.61192 8.62480
O 0.58973 10.65284 9.14895
C 0.42585 10.79585 10.53771
N 0.46001 11.67596 6.46996
H 2.22121 13.66879 6.67436
H 2.71534 12.54025 5.46254
H 3.58078 12.62083 6.94695
H 2.12987 10.54598 6.92047
H 1.08427 12.59345 8.87345
H 2.48339 11.50869 9.05645
H 1.23621 10.33712 11.10427
H -0.52930 10.37175 10.84746
H 0.32181 11.87471 10.65325
H -0.23141 11.29117 7.09764
H 0.41590 11.17184 5.59587
C -3.77552 7.23713 14.14865
C -2.60067 6.31828 14.47108
C -1.70544 6.00767 13.27441
O -1.02675 7.13531 12.71062
C -0.21833 6.78574 11.64394
N -1.70774 6.89027 15.51852
H -3.39885 8.21944 13.86353
H -4.26991 7.53017 15.07482
H -4.46109 6.82182 13.41000
H -3.01170 5.35836 14.78369
H -2.40396 5.66794 12.50973
H -1.06155 5.14619 13.45152
H 0.46572 6.01010 11.98826
H 0.32620 7.64957 11.26267
H -0.84460 6.44196 10.82071
H -1.21707 7.70262 15.17293
H -2.24688 7.23522 16.29982
C 4.56109 8.86877 5.51996
C 5.90576 9.16897 6.25324
C 5.73168 10.32712 7.23398
O 6.82005 10.33758 8.11323
C 6.78020 11.41848 8.99479
N 6.31797 7.95008 6.91279
H 4.75435 8.12442 4.74750
H 4.24552 9.79006 5.03034
H 3.84345 8.64255 6.30857
H 6.66123 9.35635 5.49020
H 4.82717 10.18321 7.82497
H 5.63845 11.26505 6.68654
H 5.88859 12.02585 9.15047
H 7.47781 12.19012 8.66919
H 7.16132 11.11272 9.96915
H 6.31557 7.10689 6.35680
H 5.53860 7.74814 7.52263
```



Record 3
Below is a structure of composition C43H81AsBINO36P2 in a non-equilibrium geometry, with properties calculated with ωB97M-V with the def2-TZVPD basis set.

Results
Charge ... -1
Calculated total energy ... -209281.5414 eV
LUMO level ... 1.671 eV

Geometry as XYZ:
```
166
C43H81AsBINO36P2 | OMol25 | ωB97M-V with the def2-TZVPD basis set
C 3.65879 0.74623 5.17359
C 3.59746 2.38781 4.85727
B 2.41908 2.80321 3.78885
O 1.06173 2.94216 4.43112
As 2.73264 3.16757 1.78080
C 1.10232 4.35411 1.86500
C -0.34313 3.63014 1.65876
C -0.85001 3.48333 0.09484
C -1.38162 1.99033 -0.31831
O -2.07556 1.25157 0.74901
C -2.17086 -0.14717 0.29228
C -2.13224 -1.30812 1.48554
O -2.31284 -0.55386 -0.97574
C 4.29654 1.94507 1.66995
C 5.79456 2.45269 1.82798
O 6.42527 3.14179 2.78104
C 6.89024 1.85616 0.70013
C 6.58179 1.74088 -0.90728
C 7.78546 1.04768 -1.83931
C 9.21397 0.49497 -1.19040
C 9.53860 0.63815 0.44389
C 8.33784 1.31299 1.33925
O 1.68165 1.71087 1.26198
N 1.50958 0.83562 2.26825
O 1.72015 -0.31626 1.92399
P 3.95099 5.06914 2.18882
O 3.86148 5.43738 3.88919
O 3.46285 6.42038 1.21843
P 2.82645 3.74818 -0.47860
O 4.38404 4.40500 -0.89730
I 2.53205 1.70320 -1.90599
H 3.03724 0.12834 4.36606
H 4.79088 0.43983 4.94638
H 3.37935 0.48804 6.28031
H 3.28660 2.86646 5.90729
H 4.66044 2.81219 4.62934
H 0.74692 2.01866 4.70133
H 1.21460 5.13876 0.97172
H 1.03765 5.02051 2.84953
H -1.13960 4.37609 2.15187
H -0.49691 2.63305 2.29744
H -0.04834 3.80005 -0.70443
H -1.77345 4.22132 -0.08605
H -2.19362 2.15477 -1.17881
H -0.51921 1.35961 -0.85238
H -2.54905 -0.77404 2.45285
H -2.78291 -2.20159 1.10825
H -0.99765 -1.59566 1.64323
H 4.12788 1.06752 2.46437
H 4.19783 1.36804 0.62594
H 5.55713 2.12358 -1.35865
H 7.63534 0.88911 -2.99139
H 10.05636 -0.03180 -1.84188
H 10.53699 0.26219 0.94150
H 8.50278 1.42309 2.51679
H 4.80528 5.74702 4.12846
H 4.09075 6.60860 0.45679
H 5.12735 4.06123 -0.33070
C 3.19787 -4.22712 -5.61930
O 2.62065 -2.99733 -5.18489
C 1.51361 -3.14180 -4.41369
O 1.00337 -4.20057 -4.08271
O 1.07252 -1.90420 -4.07452
C -0.09588 -1.90133 -3.25670
H 4.07552 -3.99226 -6.22773
H 3.52340 -4.82483 -4.76173
H 2.49031 -4.78843 -6.23788
H 0.09795 -2.40598 -2.30474
H -0.93520 -2.36963 -3.78094
H -0.35908 -0.86089 -3.04691
C 2.80344 -3.75004 4.31988
O 3.81787 -4.74176 4.46714
C 4.81765 -4.39590 5.31684
O 4.90356 -3.34550 5.93340
O 5.70538 -5.42117 5.36173
C 6.81927 -5.19566 6.22334
H 2.05629 -4.13229 3.61897
H 2.30994 -3.55753 5.27803
H 3.22285 -2.82719 3.90660
H 6.48638 -5.06100 7.25751
H 7.39933 -4.33058 5.88605
H 7.46308 -6.07860 6.18163
C -3.17622 -9.61621 -5.46698
O -3.11239 -8.76988 -4.32072
C -2.37896 -7.64234 -4.49933
O -1.79875 -7.31904 -5.52388
O -2.40283 -6.93677 -3.34052
C -1.66668 -5.71596 -3.38150
H -3.78705 -10.48629 -5.21112
H -3.65181 -9.09604 -6.30476
H -2.17687 -9.96665 -5.74423
H -2.08191 -5.03988 -4.13581
H -0.60688 -5.91052 -3.57530
H -1.75461 -5.23520 -2.40326
C -5.30626 0.71403 -1.63804
O -5.88349 1.94382 -1.20363
C -6.99052 1.79935 -0.43243
O -7.50076 0.74058 -0.10145
O -7.43162 3.03695 -0.09326
C -8.60001 3.03982 0.72456
H -4.42861 0.94889 -2.24646
H -4.98074 0.11632 -0.78047
H -6.01382 0.15272 -2.25662
H -8.40619 2.53517 1.67652
H -9.43934 2.57152 0.20032
H -8.86322 4.08026 0.93435
C 0.73954 7.69276 3.94116
O -0.34446 8.28112 4.65744
C -1.54070 7.67219 4.45905
O -1.74218 6.70281 3.74449
O -2.47404 8.32862 5.19337
C -3.79138 7.79375 5.08158
H 1.64548 8.25904 4.17401
H 0.89181 6.65514 4.25547
H 0.56550 7.75018 2.86191
H -3.82027 6.76026 5.44149
H -4.14660 7.85531 4.04784
H -4.45477 8.39508 5.70938
C -4.09409 -8.45776 -1.99686
O -4.41635 -8.84513 -0.66255
C -4.84012 -10.12836 -0.54062
O -4.95838 -10.93405 -1.45043
O -5.10959 -10.35997 0.76896
C -5.56889 -11.68082 1.04892
H -3.76747 -7.41443 -1.97637
H -3.27354 -9.06777 -2.38830
H -4.97462 -8.53023 -2.64321
H -4.80736 -12.41964 0.77931
H -6.50852 -11.88212 0.52435
H -5.75316 -11.75379 2.12434
C -8.64635 9.35963 7.27073
O -9.23273 9.40091 5.97122
C -8.43158 8.93108 4.98199
O -7.29899 8.49683 5.12182
O -9.10880 9.02810 3.81015
C -8.38278 8.56628 2.67279
H -9.37407 9.75851 7.98274
H -8.41425 8.32864 7.55682
H -7.74864 9.98492 7.30922
H -8.14020 7.50365 2.77501
H -7.47450 9.15998 2.52742
H -9.01920 8.69046 1.79225
C 13.03954 -2.40553 -6.12627
O 11.95554 -1.81717 -5.40999
C 10.75930 -2.42610 -5.60838
O 10.55782 -3.39548 -6.32293
O 9.82596 -1.76967 -4.87405
C 8.50862 -2.30455 -4.98585
H 13.94548 -1.83925 -5.89341
H 13.19181 -3.44315 -5.81196
H 12.86550 -2.34811 -7.20551
H 8.47973 -3.33804 -4.62593
H 8.15340 -2.24299 -6.01959
H 7.84523 -1.70322 -4.35805
C -8.00342 0.42806 -4.96303
O -6.79442 -0.20866 -5.37191
C -6.94654 -1.09663 -6.38656
O -7.99605 -1.37381 -6.94566
O -5.72869 -1.62288 -6.67144
C -5.73588 -2.58074 -7.72805
H -7.76405 1.11602 -4.14754
H -8.43247 1.00711 -5.78720
H -8.72172 -0.30972 -4.59142
H -6.07420 -2.12202 -8.66271
H -6.36351 -3.43892 -7.46690
H -4.71112 -2.93496 -7.87017
```



Number 1: gap between HOMO and LUMO 9.4 eV. Number 2: gap between HOMO and LUMO 8.4 eV. Number 3: gap between HOMO and LUMO 6.0 eV.